[1]
30
Properties=species:S:1:pos:R:3:nbo_charge:R:1 method="wB97M-V/def2-TZVPD" charge=0 e_tot_ha=-1289.5161 homo_lumo_gap_ev=8.11 lumo_ha=-0.0187 homo_energy_ev=-8.618
O 0.423 -3.773 -0.240 -0.6396
O -0.820 3.556 -1.034 -0.6050
O 4.696 -0.880 -0.370 -0.7061
O -4.295 1.126 1.802 -0.6636
O 3.794 1.470 -1.167 -0.6378
O -3.626 -1.580 1.337 -0.6534
O 2.974 -2.941 -0.254 -0.6626
O -2.795 3.110 0.637 -0.6737
O 1.013 2.149 -1.150 -0.4466
O -1.269 -2.222 -0.104 -0.4554
C 0.018 -2.579 -0.241 0.8045
C -0.281 2.473 -0.744 0.7859
C 3.293 -0.732 -0.588 0.1453
C -3.158 0.838 1.090 0.1500
C 2.814 0.505 -0.825 0.2564
C -2.826 -0.500 0.942 0.3191
C 2.468 -1.789 -0.324 0.3604
C -2.424 1.846 0.476 0.3297
C 1.449 0.832 -0.854 0.2584
C -1.689 -0.859 0.209 0.2183
C 1.042 -1.529 -0.344 -0.2732
C -1.147 1.506 -0.071 -0.2410
C 0.545 -0.190 -0.558 -0.0277
C -0.870 0.167 -0.253 -0.0366
H 4.829 -1.791 0.019 0.5155
H -4.395 2.097 1.662 0.5054
H 4.558 0.952 -0.851 0.4955
H -4.512 -1.271 1.541 0.4965
H 2.225 -3.676 -0.072 0.5492
H -2.036 3.684 0.330 0.5323

[2]
20
Properties=species:S:1:pos:R:3:nbo_charge:R:1 method="wB97M-V/def2-TZVPD" charge=0 e_tot_ha=-236.9536 homo_lumo_gap_ev=10.40 lumo_ha=0.0423 homo_energy_ev=-9.251
C 0.581 -1.126 -1.544 -0.4128
C 0.098 -0.209 -0.707 0.0459
C -0.057 1.232 -1.125 -0.6597
C -0.378 -0.602 0.681 -0.2596
C 0.220 0.260 1.800 -0.6044
C -1.910 -0.578 0.737 -0.5996
H 0.678 -2.169 -1.252 0.1942
H 0.896 -0.869 -2.554 0.1935
H 3.231 0.622 -1.155 -0.0005
H 2.797 0.518 -0.562 -0.0008
H -1.116 1.506 -1.215 0.2186
H 0.419 1.413 -2.094 0.2197
H 0.391 1.919 -0.397 0.2155
H -0.051 -1.637 0.849 0.2022
H -0.115 1.302 1.731 0.2015
H 1.316 0.252 1.777 0.2110
H -0.099 -0.119 2.778 0.2119
H -2.333 -1.192 -0.066 0.2142
H -2.274 -0.964 1.696 0.2090
H -2.293 0.443 0.622 0.2002

[3]
96
Properties=species:S:1:pos:R:3:lowdin_spin:R:1 method="wB97M-V/def2-TZVPD" charge=0 s_squared=6.03 e_tot_ha=-6413.4417 homo_lumo_gap_ev="6.35 / 3.61" lumo_ha="0.0052 / -0.0884" homo_energy_ev="-6.213 / -6.014" multiplicity=5
Os -0.140 0.736 -0.770 2.3789
C -3.225 2.345 0.325 0.0109
C -2.584 3.569 0.904 0.0010
C -3.365 4.707 1.069 0.0007
C -2.846 5.879 1.588 -0.0006
C -1.515 5.928 1.969 0.0005
C -0.722 4.805 1.812 0.0005
C -1.238 3.629 1.281 0.0066
P -0.169 2.157 1.133 0.0543
C 1.487 2.738 1.627 0.0115
C 2.088 2.202 2.766 0.0031
C 3.388 2.531 3.108 0.0002
C 4.108 3.397 2.302 0.0022
C 3.511 3.946 1.182 0.0006
C 2.198 3.645 0.828 0.0043
C 1.608 4.362 -0.342 0.0066
C -0.763 1.104 2.477 0.0029
C -0.903 1.527 3.797 0.0007
C -1.375 0.648 4.752 0.0006
C -1.731 -0.645 4.378 0.0011
C -1.625 -1.046 3.060 0.0003
C -1.141 -0.171 2.084 0.0071
C -1.088 -0.577 0.638 0.0558
H -4.302 2.387 0.476 0.0009
H -2.862 1.430 0.785 0.0048
H -3.041 2.277 -0.751 0.0024
H -4.406 4.665 0.779 0.0001
H -3.479 6.748 1.694 0.0000
H -1.090 6.831 2.385 0.0001
H 0.316 4.851 2.118 0.0001
H 1.536 1.512 3.389 0.0001
H 3.835 2.106 3.995 0.0000
H 5.129 3.653 2.550 0.0001
H 4.068 4.633 0.558 -0.0001
H 2.280 4.293 -1.199 0.0036
H 1.479 5.420 -0.102 0.0003
H 0.633 3.977 -0.650 0.0011
H -0.643 2.543 4.070 -0.0001
H -1.477 0.965 5.780 0.0000
H -2.112 -1.334 5.121 0.0000
H -1.926 -2.045 2.771 -0.0001
H -2.125 -0.755 0.307 0.0204
H -0.599 -1.561 0.580 0.0101
S 0.609 1.884 -5.376 0.1338
As 0.611 2.559 -3.386 0.0022
S 1.835 1.357 -2.000 0.5193
S -1.228 2.625 -2.283 0.4568
S 1.486 4.443 -3.883 0.1537
C 3.919 -0.887 1.977 0.0015
S 2.170 -1.043 1.584 0.0055
O 2.112 -0.930 0.101 0.0601
C 1.993 -2.784 1.940 0.0000
C 1.328 -3.160 3.094 0.0001
C 1.173 -4.511 3.373 0.0000
C 1.664 -5.460 2.490 0.0001
C 2.309 -5.069 1.323 0.0000
C 2.475 -3.725 1.043 0.0002
H 4.484 -1.566 1.345 0.0001
H 4.071 -1.119 3.029 0.0004
H 4.194 0.144 1.776 0.0000
H 0.920 -2.407 3.753 0.0000
H 0.654 -4.820 4.269 0.0000
H 1.538 -6.512 2.706 0.0000
H 2.676 -5.813 0.633 0.0000
H 2.942 -3.394 0.125 0.0001
C -0.226 -3.971 -1.084 0.0003
C -1.268 -3.244 -1.920 0.0005
C -2.615 -3.271 -1.215 0.0005
Sb -0.615 -1.265 -2.520 0.0337
C 1.085 -1.774 -3.769 0.0062
C 0.802 -2.860 -4.796 0.0009
C 2.325 -2.127 -2.954 0.0041
C -2.235 -0.666 -3.832 0.0090
C -2.728 -1.728 -4.799 0.0016
C -3.406 -0.113 -3.021 0.0039
H -0.592 -4.963 -0.809 0.0000
H -0.013 -3.433 -0.159 0.0002
H 0.713 -4.102 -1.615 0.0000
H -1.374 -3.756 -2.879 0.0001
H -2.542 -2.848 -0.214 0.0004
H -2.952 -4.304 -1.109 0.0001
H -3.387 -2.727 -1.755 0.0000
H 1.270 -0.828 -4.286 0.0013
H 0.476 -3.792 -4.331 0.0003
H 1.719 -3.083 -5.347 0.0003
H 0.053 -2.563 -5.527 -0.0001
H 2.244 -3.119 -2.507 0.0001
H 2.526 -1.415 -2.157 0.0034
H 3.190 -2.145 -3.620 0.0002
H -1.785 0.162 -4.392 0.0004
H -3.104 -2.609 -4.275 0.0002
H -1.963 -2.051 -5.501 0.0000
H -3.558 -1.328 -5.386 0.0006
H -4.003 -0.913 -2.581 0.0001
H -4.066 0.459 -3.674 0.0003
H -3.080 0.557 -2.225 0.0042

[4]
114
Properties=species:S:1:pos:R:3:mulliken_charge:R:1 method="wB97M-V/def2-TZVPD" charge=+1 e_tot_ha=-28909.7937 homo_lumo_gap_ev=9.50 lumo_ha=-0.0925 homo_energy_ev=-12.020
C 0.521 3.607 -0.443 -0.9588
C 0.246 2.172 0.053 0.4852
C 1.028 1.092 -0.728 0.1962
N 1.717 0.124 0.142 0.1480
C 2.934 0.204 0.687 -0.2622
N 3.470 -0.795 1.455 -0.4176
C 4.675 -0.375 1.809 -0.0533
N 4.964 0.855 1.314 -0.3499
N 3.843 1.229 0.587 0.6272
O 3.765 2.423 -0.049 -0.1416
C 4.865 2.603 -0.996 -0.8055
C 4.663 3.958 -1.678 0.6671
C 5.838 4.929 -1.407 -1.2175
C 4.430 3.788 -3.200 0.6419
C 5.641 3.186 -3.920 -1.3049
C 3.207 2.926 -3.516 -1.5705
H 1.448 3.655 -1.019 -0.0500
H 0.629 4.307 0.388 0.3576
H -0.299 3.964 -1.068 0.3340
H 0.439 2.075 1.122 -0.0826
H -0.812 1.982 -0.142 0.0869
H 0.341 0.499 -1.335 0.4078
H 1.755 1.519 -1.420 -0.6475
H 1.215 -0.722 0.389 0.2133
H 5.351 -0.944 2.437 0.4375
H 5.820 1.379 1.442 0.2564
H 4.827 1.791 -1.725 0.4420
H 5.821 2.587 -0.470 0.2735
H 3.765 4.427 -1.260 0.3218
H 6.548 4.545 -0.671 0.3188
H 6.380 5.173 -2.320 0.2222
H 5.462 5.875 -1.012 0.3313
H 4.246 4.786 -3.616 0.2090
H 5.821 2.140 -3.646 0.3287
H 5.430 3.199 -4.992 0.3024
H 6.550 3.750 -3.774 0.1650
H 2.272 3.404 -3.205 0.3132
H 3.140 2.796 -4.599 0.5511
H 3.270 1.924 -3.081 0.1981
C -3.271 0.908 -2.977 0.2431
Cl -1.641 1.318 -3.540 -0.0892
Cl -3.148 -0.017 -1.474 0.0159
Cl -4.181 2.389 -2.689 -0.0868
Cl -4.087 -0.068 -4.195 -0.0940
C -4.805 -3.752 0.219 0.0837
Cl -3.400 -2.793 0.714 -0.0113
Cl -6.209 -3.226 1.148 0.0686
Cl -5.101 -3.512 -1.505 -0.0785
Cl -4.493 -5.456 0.529 -0.0897
C -0.248 -4.890 -1.429 0.2767
Cl -1.086 -3.627 -2.340 -0.0467
Cl 0.924 -4.138 -0.330 -0.1045
Cl -1.418 -5.806 -0.484 -0.0323
Cl 0.602 -5.959 -2.545 -0.0921
C -8.548 -0.066 2.692 0.3554
Cl -10.219 0.342 2.296 -0.0977
Cl -7.495 0.402 1.353 -0.0688
Cl -8.066 0.782 4.169 -0.1046
Cl -8.408 -1.799 2.971 -0.0272
C 0.408 0.239 4.119 0.2598
Cl 1.901 0.995 3.510 -0.0693
Cl 0.737 -0.615 5.617 -0.0902
Cl -0.771 1.522 4.364 -0.0377
Cl -0.203 -0.900 2.913 -0.0328
C -7.071 -4.961 5.563 0.0728
Cl -7.373 -3.452 6.430 0.0378
Cl -5.514 -5.632 6.057 -0.0681
Cl -8.370 -6.105 5.921 -0.0460
Cl -7.008 -4.632 3.826 0.0195
C -7.052 -7.648 9.555 0.2154
Cl -6.903 -8.710 8.149 0.0074
Cl -5.575 -7.736 10.521 -0.1048
Cl -7.303 -5.971 9.051 -0.0294
Cl -8.421 -8.183 10.530 -0.0939
C -9.357 -0.596 8.643 0.3064
Cl -9.691 0.889 9.536 -0.1020
Cl -7.796 -1.252 9.154 -0.1003
Cl -10.624 -1.781 8.962 -0.0897
Cl -9.300 -0.244 6.911 -0.0552
C -5.782 -11.625 5.252 0.3028
Cl -5.081 -12.191 6.769 -0.0972
Cl -7.335 -12.430 5.003 -0.0654
Cl -5.983 -9.868 5.349 -0.0328
Cl -4.692 -12.018 3.918 -0.1110
C 6.156 6.488 -6.232 0.2880
Cl 6.978 7.466 -7.459 -0.0602
Cl 7.336 5.708 -5.166 -0.0392
Cl 5.116 7.517 -5.242 -0.0946
Cl 5.175 5.259 -7.039 -0.0728
C 9.361 3.226 -7.631 0.2742
Cl 9.718 2.443 -9.169 -0.0912
Cl 10.819 3.279 -6.642 -0.0717
Cl 8.767 4.863 -7.910 -0.0326
Cl 8.115 2.295 -6.775 -0.0815
C -9.750 -10.477 1.696 0.3108
Cl -11.495 -10.431 1.433 -0.1000
Cl -8.919 -10.162 0.168 -0.1014
Cl -9.300 -9.245 2.876 -0.0244
Cl -9.280 -12.063 2.301 -0.0824
C 12.949 -0.580 -5.871 0.3318
Cl 13.404 -0.509 -4.165 -0.1012
Cl 11.300 0.028 -6.063 -0.0436
Cl 14.050 0.424 -6.816 -0.0951
Cl 13.036 -2.249 -6.436 -0.0935
C -4.449 3.463 2.333 0.1992
Cl -4.203 2.445 0.911 0.0194
Cl -2.970 3.458 3.299 -0.0921
Cl -4.790 5.121 1.825 -0.1043
Cl -5.803 2.838 3.267 -0.0229
C 4.380 11.049 -7.249 0.3363
Cl 3.231 11.140 -5.908 -0.0983
Cl 4.024 12.316 -8.420 -0.0918
Cl 6.021 11.257 -6.628 -0.0900
Cl 4.248 9.467 -8.022 -0.0659

[5]
17
Properties=species:S:1:pos:R:3:nbo_charge:R:1 method="wB97M-V/def2-TZVPD" charge=0 e_tot_ha=-234.8061 homo_lumo_gap_ev=11.57 lumo_ha=0.0390 homo_energy_ev=-10.506
C 5.377 -2.311 2.805 -0.2514
O 5.900 -3.473 2.154 -0.7210
H 4.740 -1.763 2.119 0.1657
H 4.743 -2.641 3.623 0.1808
H 6.174 -1.726 3.252 0.1650
H 6.322 -3.175 1.346 0.4610
C -3.488 1.401 -0.212 -0.6022
C -2.632 1.853 -1.410 -0.3989
C -2.752 0.910 -2.591 -0.6090
H -3.228 0.401 0.150 0.1977
H -4.555 1.444 -0.431 0.2006
H -3.318 2.080 0.635 0.2056
H -1.656 2.151 -1.045 0.1993
H -3.097 2.811 -1.692 0.1910
H -2.113 1.171 -3.441 0.2110
H -2.639 -0.139 -2.308 0.2022
H -3.778 1.006 -2.954 0.2026

[6]
15
Properties=species:S:1:pos:R:3:nbo_charge:R:1 method="wB97M-V/def2-TZVPD" charge=-1 e_tot_ha=-870.1250 homo_lumo_gap_ev=7.75 lumo_ha=0.1420 homo_energy_ev=-3.891
N 1.818 1.669 -0.058 -1.3729
P 2.060 0.105 0.194 0.6789
Al 0.092 -1.302 0.512 1.5150
O -1.108 -0.323 1.335 -0.9542
C -1.886 0.325 0.351 -0.0777
C -1.392 -0.072 -1.074 -0.1095
O -0.761 -1.338 -1.037 -0.9504
H 2.464 2.269 0.439 0.3413
H 2.992 -0.193 1.240 -0.0996
H 2.877 -0.511 -0.819 -0.1277
H 0.514 -2.707 1.165 -0.4370
H -1.805 1.416 0.450 0.1530
H -2.942 0.051 0.496 0.1315
H -2.233 -0.094 -1.779 0.1468
H -0.691 0.704 -1.414 0.1625